No. 1
A cluster of 2 separate species, C6H14N2O2 in total in a non-equilibrium geometry, computed with ωB97M-V/def2-TZVPD.

XYZ file:
```
24
Properties=species:S:1:pos:R:3:mulliken_charge:R:1
C 0.77 -1.18 -2.32 -0.705
N 1.98 -1.09 -1.45 -0.183
C 1.95 -0.33 -0.37 0.612
C 3.26 0.24 0.06 -1.017
O 0.91 0.11 0.12 -0.573
H 0.74 -0.23 -2.97 0.242
H 0.71 -2.05 -2.90 0.390
H -0.19 -0.97 -1.69 0.116
H 2.76 -1.67 -1.78 0.260
H 3.14 1.24 0.63 0.279
H 3.97 0.33 -0.85 0.301
H 3.89 -0.41 0.73 0.285
C -2.14 1.85 -0.27 -0.834
N -2.10 0.58 0.53 -0.164
C -2.44 0.42 1.80 0.708
C -1.70 -0.89 2.28 -1.088
O -3.06 1.15 2.52 -0.626
H -1.52 2.67 0.00 0.318
H -1.77 1.57 -1.19 0.312
H -3.22 2.24 -0.23 0.270
H -1.35 -0.06 0.24 0.173
H -1.95 -1.06 3.34 0.316
H -1.94 -1.77 1.65 0.313
H -0.70 -0.70 2.12 0.297
```

Calculated values
total charge = 0
spin multiplicity = 1
HOMO level = -8.99 eV
relative energy (zero: lowest compared OMol25 entry of this formula, charge and spin) = 44.9 kcal/mol
SMILES = CNC(C)=O.CNC(C)=O

No. 2
A cluster of 2 separate species, C6H14N2O2 in total in a non-equilibrium geometry, computed with ωB97M-V/def2-TZVPD.

XYZ file:
```
24
Properties=species:S:1:pos:R:3:mulliken_charge:R:1
C 1.78 -2.21 -0.72 -0.664
N 0.84 -3.04 0.03 -0.185
C -0.37 -2.38 0.18 0.755
C -1.49 -3.00 1.04 -1.309
O -0.56 -1.36 -0.45 -0.697
H 2.79 -2.25 -0.34 0.373
H 1.76 -2.50 -1.80 0.253
H 1.56 -1.14 -0.63 0.098
H 1.05 -3.82 0.62 0.222
H -2.33 -2.35 1.09 0.301
H -1.88 -3.88 0.46 0.316
H -1.09 -3.13 1.91 0.476
C -1.73 2.25 -0.95 -0.978
N -0.66 1.69 -0.17 -0.036
C 0.36 2.55 0.15 0.783
C 1.52 2.05 0.93 -0.857
O 0.26 3.77 -0.06 -0.666
H -2.75 2.10 -0.47 0.283
H -1.62 3.32 -1.16 0.351
H -1.94 1.66 -1.84 0.311
H -0.51 0.69 -0.05 0.196
H 1.85 1.09 0.50 0.125
H 2.40 2.80 0.99 0.298
H 1.40 2.00 2.05 0.251
```

Calculated values
total charge = 0
spin multiplicity = 1
HOMO level = -9.02 eV
relative energy (zero: lowest compared OMol25 entry of this formula, charge and spin) = 40.4 kcal/mol
SMILES = CNC(C)=O.CNC(C)=O

No. 3
A cluster of 2 separate species, C6H14N2O2 in total in a non-equilibrium geometry, computed with ωB97M-V/def2-TZVPD.

XYZ file:
```
24
Properties=species:S:1:pos:R:3:mulliken_charge:R:1
C -0.48 -0.57 2.57 -0.760
N -1.47 -0.45 1.45 -0.191
C -1.97 0.87 1.20 0.579
C -3.11 0.90 0.11 -0.917
O -1.42 1.93 1.64 -0.624
H 0.46 -0.05 2.11 0.157
H -0.55 0.07 3.46 0.274
H -0.42 -1.59 2.79 0.350
H -1.88 -1.38 1.27 0.279
H -3.65 -0.11 -0.10 0.267
H -3.74 1.76 0.33 0.331
H -2.67 1.17 -0.82 0.249
C 3.09 1.01 -0.72 -0.942
N 1.89 0.45 -1.20 -0.158
C 1.67 -0.87 -1.34 0.740
C 0.43 -1.41 -2.10 -0.966
O 2.42 -1.70 -0.75 -0.660
H 3.49 0.38 0.10 0.293
H 3.86 1.08 -1.42 0.358
H 2.88 2.04 -0.40 0.315
H 1.22 1.10 -1.61 0.223
H -0.34 -1.60 -1.30 0.103
H -0.09 -0.70 -2.75 0.322
H 0.40 -2.35 -2.52 0.378
```

Calculated values
total charge = 0
spin multiplicity = 1
HOMO level = -9.51 eV
relative energy (zero: lowest compared OMol25 entry of this formula, charge and spin) = 50.8 kcal/mol
SMILES = CNC(C)=O.CNC(C)=O

No. 4
A cluster of 2 separate species, C6H14N2O2 in total in a non-equilibrium geometry, computed with ωB97M-V/def2-TZVPD.

XYZ file:
```
24
Properties=species:S:1:pos:R:3:mulliken_charge:R:1
C 0.43 -0.64 2.34 -0.894
N 0.41 0.58 1.59 -0.221
C 1.33 1.60 1.53 0.834
C 1.12 2.68 0.53 -1.058
O 2.27 1.59 2.31 -0.626
H 1.07 -0.42 3.19 0.379
H -0.55 -0.77 2.81 0.306
H 0.88 -1.53 1.79 0.237
H -0.30 0.59 0.86 0.191
H 1.95 3.38 0.71 0.320
H 1.12 2.50 -0.57 0.215
H 0.19 3.19 0.71 0.306
C -0.01 0.32 -2.55 -0.766
N -0.17 -0.84 -1.68 -0.238
C -1.45 -1.32 -1.41 0.717
C -1.52 -2.49 -0.41 -0.954
O -2.39 -1.04 -2.12 -0.606
H -0.38 1.15 -1.94 0.236
H 0.97 0.51 -2.99 0.312
H -0.74 0.18 -3.39 0.283
H 0.44 -1.04 -0.90 0.228
H -0.47 -2.71 -0.16 0.245
H -1.97 -2.24 0.55 0.249
H -2.24 -3.23 -0.80 0.305
```

Calculated values
total charge = 0
spin multiplicity = 1
HOMO level = -9.83 eV
relative energy (zero: lowest compared OMol25 entry of this formula, charge and spin) = 32.4 kcal/mol
SMILES = CNC(C)=O.CNC(C)=O

No. 5
A cluster of 2 separate species, C6H14N2O2 in total in a non-equilibrium geometry, computed with ωB97M-V/def2-TZVPD.

XYZ file:
```
24
Properties=species:S:1:pos:R:3:mulliken_charge:R:1
C -0.75 1.06 1.66 -0.621
N 0.26 1.76 0.76 -0.081
C 1.45 1.10 0.49 0.668
C 2.66 1.85 0.30 -1.152
O 1.52 -0.20 0.49 -0.616
H -0.65 -0.06 1.51 0.068
H -0.53 1.16 2.77 0.286
H -1.80 1.34 1.46 0.334
H 0.05 2.69 0.54 0.198
H 2.49 2.33 -0.61 0.333
H 2.84 2.70 1.07 0.295
H 3.57 1.21 0.33 0.298
C -1.00 -2.81 0.40 -0.770
N -0.85 -2.08 -0.92 -0.239
C -1.28 -0.69 -0.98 0.793
C -0.76 -0.11 -2.28 -1.248
O -2.15 -0.33 -0.25 -0.582
H -1.84 -3.50 0.28 0.302
H -0.09 -3.31 0.70 0.318
H -1.29 -2.15 1.18 0.222
H -0.01 -2.13 -1.25 0.258
H -0.96 -0.61 -3.22 0.366
H -1.24 0.87 -2.31 0.316
H 0.34 -0.11 -2.12 0.255
```

Calculated values
total charge = 0
spin multiplicity = 1
HOMO level = -9.34 eV
relative energy (zero: lowest compared OMol25 entry of this formula, charge and spin) = 56.1 kcal/mol
SMILES = CNC(C)=O.CNC(C)=O

No. 6
A cluster of 2 separate species, C6H14N2O2 in total in a non-equilibrium geometry, computed with ωB97M-V/def2-TZVPD.

XYZ file:
```
24
Properties=species:S:1:pos:R:3:mulliken_charge:R:1
C 1.46 1.47 2.14 -0.748
N 0.00 1.67 2.23 -0.293
C -0.97 0.66 1.99 0.730
C -2.34 1.21 1.61 -1.261
O -0.80 -0.52 2.30 -0.574
H 1.73 0.58 2.69 0.321
H 1.82 1.32 1.06 0.206
H 2.02 2.36 2.49 0.289
H -0.27 2.58 1.65 0.268
H -3.13 0.41 1.66 0.311
H -2.59 2.14 2.25 0.347
H -2.39 1.52 0.65 0.407
C 0.82 0.82 -2.70 -0.914
N 0.23 -0.14 -1.73 -0.117
C 0.46 -1.47 -2.01 0.620
C -0.02 -2.32 -0.86 -1.037
O 1.12 -1.87 -2.91 -0.579
H 0.53 0.19 -3.60 0.293
H 0.49 1.85 -2.74 0.333
H 1.88 0.69 -2.81 0.292
H -0.31 0.33 -1.11 0.202
H -0.92 -2.00 -0.39 0.333
H -0.26 -3.23 -1.35 0.342
H 0.73 -2.53 -0.05 0.226
```

Calculated values
total charge = 0
spin multiplicity = 1
HOMO level = -9.56 eV
relative energy (zero: lowest compared OMol25 entry of this formula, charge and spin) = 53.8 kcal/mol
SMILES = CNC(C)=O.CNC(C)=O

No. 7
A structure of composition C6H14N2O2 in a non-equilibrium geometry, computed with ωB97M-V/def2-TZVPD.

XYZ file:
```
24
Properties=species:S:1:pos:R:3:mulliken_charge:R:1
C -0.16 -0.90 1.67 -2.032
C 0.39 0.16 0.79 1.188
C 1.46 1.08 1.33 -0.966
C 1.00 -0.64 -0.53 -1.083
C -0.81 -0.11 -1.80 -0.808
C -1.48 0.59 -0.70 -0.511
H -1.14 -0.43 2.27 0.366
H 0.65 -1.34 2.39 0.422
H -0.66 -1.59 1.09 0.605
H 2.66 0.59 0.96 0.207
H 0.88 0.80 2.59 0.277
H 1.24 2.48 1.04 0.375
H 1.77 -0.04 -0.98 0.563
H 1.21 -1.53 0.28 0.401
H -0.72 -3.09 -1.63 0.329
H -0.07 0.59 -2.15 0.460
H -1.45 -0.49 -2.77 0.323
H -1.93 1.54 -0.91 0.422
H -2.12 -0.14 -0.16 0.365
H 0.67 2.30 -0.57 0.362
N 0.20 -1.21 -1.60 -0.134
N -0.75 1.11 0.43 -0.064
O -0.61 -2.19 -0.96 -0.506
O -0.23 2.44 -0.10 -0.560
```

Calculated values
total charge = 0
spin multiplicity = 1
HOMO level = -8.71 eV
relative energy (zero: lowest compared OMol25 entry of this formula, charge and spin) = 284.2 kcal/mol

No. 8
A cluster of 2 separate species, C6H14N2O2 in total in a non-equilibrium geometry, computed with ωB97M-V/def2-TZVPD.

XYZ file:
```
24
Properties=species:S:1:pos:R:3:mulliken_charge:R:1
C -2.18 -0.94 -1.16 -1.058
N -1.41 0.30 -1.28 -0.227
C -1.98 1.45 -0.88 0.629
C -1.21 2.77 -0.68 -0.888
O -3.19 1.52 -0.77 -0.617
H -1.44 -1.69 -1.46 0.515
H -2.69 -1.07 -0.20 0.251
H -2.95 -0.98 -1.95 0.293
H -0.42 0.14 -1.17 0.367
H -0.47 2.55 0.09 0.209
H -0.68 3.23 -1.52 0.292
H -1.90 3.48 -0.22 0.289
C 2.92 0.54 1.38 -0.984
N 1.68 -0.18 0.95 -0.142
C 1.76 -1.52 0.78 0.582
C 0.53 -2.33 0.41 -0.400
O 2.83 -2.10 0.87 -0.642
H 2.59 1.34 2.05 0.388
H 3.43 -0.06 2.12 0.339
H 3.47 0.90 0.50 0.270
H 0.74 0.19 0.92 0.254
H 0.11 -2.66 1.39 0.270
H -0.38 -1.79 0.09 -0.316
H 0.83 -3.07 -0.27 0.327
```

Calculated values
total charge = 0
spin multiplicity = 1
HOMO level = -9.84 eV
relative energy (zero: lowest compared OMol25 entry of this formula, charge and spin) = 34.1 kcal/mol
SMILES = CNC(C)=O.CNC(C)=O

No. 9
A cluster of 2 separate species, C6H14N2O2 in total in a non-equilibrium geometry, computed with ωB97M-V/def2-TZVPD.

XYZ file:
```
24
Properties=species:S:1:pos:R:3:mulliken_charge:R:1
C -1.24 -3.59 0.97 -0.788
N -1.85 -2.40 0.44 -0.194
C -1.29 -1.16 0.57 0.777
C -1.99 -0.01 -0.22 -1.048
O -0.27 -0.97 1.26 -0.678
H -2.05 -4.29 1.24 0.297
H -0.55 -3.50 1.83 0.267
H -0.68 -4.01 0.12 0.291
H -2.69 -2.49 -0.14 0.226
H -2.05 -0.28 -1.29 0.312
H -1.38 0.91 -0.13 0.235
H -3.00 0.21 0.14 0.377
C 0.93 2.75 1.12 -0.890
N 1.22 1.66 0.14 -0.029
C 2.17 1.76 -0.74 0.597
C 2.13 0.88 -1.98 -0.897
O 2.99 2.68 -0.79 -0.673
H 0.73 3.70 0.60 0.308
H 1.74 2.92 1.85 0.308
H 0.03 2.44 1.66 0.282
H 0.57 0.87 0.20 0.112
H 2.51 1.42 -2.86 0.298
H 1.16 0.42 -2.25 0.259
H 2.84 0.08 -1.72 0.252
```

Calculated values
total charge = 0
spin multiplicity = 1
HOMO level = -9.02 eV
relative energy (zero: lowest compared OMol25 entry of this formula, charge and spin) = 24.0 kcal/mol
SMILES = CNC(C)=O.CNC(C)=O

No. 10
A cluster of 2 separate species, C6H14N2O2 in total in a non-equilibrium geometry, computed with ωB97M-V/def2-TZVPD.

XYZ file:
```
24
Properties=species:S:1:pos:R:3:mulliken_charge:R:1
C 0.81 -2.62 0.22 -0.942
N -0.08 -1.83 1.09 -0.204
C 0.38 -0.62 1.58 0.773
C -0.66 0.24 2.24 -1.071
O 1.57 -0.41 1.66 -0.597
H 1.84 -2.37 0.40 0.374
H 0.67 -3.67 0.49 0.302
H 0.57 -2.52 -0.82 0.288
H -1.02 -1.85 0.72 0.274
H -1.18 -0.31 3.01 0.394
H -0.16 1.11 2.67 0.287
H -1.39 0.60 1.52 0.107
C 1.75 0.89 -1.28 -0.732
N 0.45 1.48 -1.04 -0.177
C -0.68 0.92 -1.53 0.713
C -2.01 1.55 -1.10 -1.105
O -0.65 0.00 -2.33 -0.640
H 1.76 -0.17 -1.04 0.149
H 2.03 0.94 -2.34 0.269
H 2.49 1.40 -0.67 0.331
H 0.40 2.06 -0.22 0.288
H -2.49 0.92 -0.36 0.242
H -1.85 2.60 -0.85 0.343
H -2.53 1.66 -2.03 0.333
```

Calculated values
total charge = 0
spin multiplicity = 1
HOMO level = -9.67 eV
relative energy (zero: lowest compared OMol25 entry of this formula, charge and spin) = 16.3 kcal/mol
SMILES = CNC(C)=O.CNC(C)=O